Entry 1:
{"formula": "C13H25Br2ClN", "method": "ωB97M-V with the def2-TZVPD basis set", "de_lowest_kcal_mol": 0.0, "e_homo_ev": -2.90, "homo_lumo_gap_ev": 5.8, "multiplicity": 1, "e_lumo_ev": 2.86, "total_charge": -1, "elements": ["C", "C", "Br", "C", "Br", "C", "C", "C", "C", "Cl", "H", "H", "H", "H", "H", "H", "H", "H", "H", "H", "C", "C", "N", "C", "C", "C", "C", "H", "H", "H", "H", "H", "H", "H", "H", "H", "H", "H", "H", "H", "H", "H"], "xyz": [[4.41307, 0.36042, -2.60835], [2.93852, 0.18292, -2.41667], [2.26904, 1.06747, -0.83161], [1.99353, -0.41698, -3.12782], [3.00845, -1.13628, -4.93987], [0.65133, -0.66032, -3.01017], [-0.29049, 0.50513, -3.01814], [-1.55166, 0.38479, -3.89699], [-2.72679, 1.12910, -3.30663], [-3.51256, 0.16227, -1.99885], [4.61742, 1.02858, -3.44828], [4.88905, -0.58839, -2.85133], [4.88127, 0.77314, -1.71721], [0.45888, -1.39615, -2.22858], [0.25290, 1.40673, -3.32707], [-0.64225, 0.71618, -1.99398], [-1.36264, 0.77573, -4.90242], [-1.78289, -0.67553, -4.01635], [-2.38922, 2.03353, -2.80083], [-3.51074, 1.38049, -4.01513], [-1.02506, -0.04817, 5.17170], [-1.42324, -0.52628, 3.78276], [-0.98651, 0.37143, 2.72676], [-1.63291, 0.09659, 1.44660], [-1.35749, -1.25759, 0.78850], [0.44743, 0.63037, 2.70266], [1.39532, -0.56627, 2.57223], [-1.34708, 0.98350, 5.32385], [-1.49145, -0.67711, 5.93203], [0.05370, -0.09373, 5.32450], [-2.51462, -0.57350, 3.71494], [-1.06776, -1.56214, 3.65519], [-1.35969, 0.89194, 0.74869], [-2.70928, 0.19440, 1.61961], [-0.35737, -1.30504, 0.35636], [-2.06139, -1.42441, -0.02721], [-1.46684, -2.07551, 1.50372], [0.70620, 1.17788, 3.61226], [0.63273, 1.31955, 1.87485], [1.14720, -1.36828, 3.27139], [2.41521, -0.24374, 2.79093], [1.39866, -0.97674, 1.56396]], "mulliken_charge": [-1.520, 0.329, -0.250, 0.052, -0.572, -0.793, 0.484, -0.648, -0.575, -0.237, 0.305, 0.364, 0.409, 0.280, 0.306, -0.293, 0.297, 0.383, 0.313, 0.411, -1.440, -0.341, 0.140, -0.672, -0.746, -0.631, -0.911, 0.341, 0.440, 0.279, 0.452, 0.265, 0.332, 0.305, -0.075, 0.347, 0.395, 0.343, 0.294, 0.313, 0.350, 0.177]}

=====

Entry 2:
{"formula": "C4H10MnO2", "method": "ωB97M-V with the def2-TZVPD basis set", "de_lowest_kcal_mol": 61.2, "e_homo_ev": [-5.26, -6.18], "homo_lumo_gap_ev": [4.3, 5.7], "multiplicity": 6, "e_lumo_ev": [-0.95, -0.49], "total_charge": 0, "elements": ["O", "C", "C", "O", "C", "Mn", "H", "H", "H", "H", "H", "H", "H", "C", "H", "H", "H"], "xyz": [[1.62762, 1.57413, 1.00594], [1.51495, 0.32857, 1.11379], [0.03662, 0.17506, 1.08417], [-0.56179, 0.94619, 0.09822], [-1.96861, 0.87540, -0.01240], [0.84837, 2.53967, -0.88835], [2.06478, -0.20629, 1.90648], [1.42526, -0.82373, -0.62202], [-0.41863, 0.24324, 2.08570], [-0.05612, -0.97657, 0.52690], [-2.24565, 1.46897, -0.89200], [-2.26705, -0.17116, -0.17353], [-2.40189, 1.35781, 0.87594], [0.72091, -1.65895, -1.30035], [-0.18715, -2.20280, -1.01016], [0.42827, -1.05238, -2.16684], [1.44009, -2.41719, -1.63147]], "mulliken_charge": [-0.668, -0.632, -0.028, -0.024, -0.761, 0.453, 0.288, 0.159, 0.338, 0.166, 0.249, 0.261, 0.305, -0.930, 0.270, 0.240, 0.315]}

=====

Entry 3:
{"formula": "C37H49N7O5S2Ti", "method": "ωB97M-V with the def2-TZVPD basis set", "de_lowest_kcal_mol": 21.7, "e_homo_ev": [-9.85, -9.86], "homo_lumo_gap_ev": [8.1, 8.1], "multiplicity": 2, "e_lumo_ev": [-1.77, -1.77], "total_charge": 1, "elements": ["Ti", "C", "C", "N", "C", "C", "S", "C", "C", "N", "H", "H", "H", "H", "H", "H", "H", "H", "H", "H", "H", "H", "H", "H", "N", "C", "C", "C", "C", "N", "C", "N", "N", "C", "O", "O", "H", "H", "H", "H", "H", "H", "H", "H", "H", "H", "H", "H", "H", "H", "O", "C", "O", "H", "O", "S", "C", "C", "C", "C", "C", "C", "C", "C", "C", "C", "C", "C", "H", "H", "H", "H", "H", "H", "H", "H", "H", "H", "C", "C", "C", "C", "C", "C", "N", "C", "C", "C", "C", "C", "C", "H", "H", "H", "H", "H", "H", "H", "H", "H", "H"], "xyz": [[0.37774, -1.17304, 0.12616], [2.56272, 1.03734, 1.41584], [2.30455, 0.37037, 2.77063], [0.90302, 0.40135, 3.17488], [0.40274, 1.73536, 3.49041], [-1.05900, 1.95072, 3.08628], [-1.56420, 1.23069, 1.51011], [-0.74805, 2.13687, 0.18789], [0.76554, 2.19803, 0.21554], [1.47329, 0.90748, 0.40804], [3.46694, 0.59621, 1.00520], [2.78436, 2.09806, 1.55472], [2.96811, 0.85524, 3.50105], [2.59950, -0.67345, 2.70239], [0.78661, -0.20293, 3.97892], [1.03016, 2.47062, 2.98841], [0.48776, 1.96426, 4.55933], [-1.31210, 3.01118, 3.12913], [-1.72208, 1.44501, 3.79271], [-1.13866, 3.15571, 0.14212], [-1.08936, 1.61187, -0.70604], [1.07344, 2.88532, 1.00081], [1.09121, 2.65198, -0.72495], [1.93307, 0.70819, -0.47942], [-1.12784, -2.10089, 1.59600], [-2.15776, -2.80588, 0.81368], [-3.55548, -2.90792, 1.42638], [-4.27832, -1.60634, 1.79577], [-4.54567, -0.54949, 0.71558], [-5.24487, -1.05831, -0.46251], [-4.93070, -0.80586, -1.73351], [-3.93463, 0.00479, -2.07728], [-5.72034, -1.30953, -2.69840], [-2.27930, -2.09998, -0.53403], [-2.95668, -2.59089, -1.41661], [-1.67145, -0.94723, -0.58058], [-0.73577, -2.69700, 2.31762], [-1.49693, -1.25605, 2.02544], [-1.78586, -3.81350, 0.62105], [-3.50661, -3.52548, 2.32640], [-4.15315, -3.45934, 0.69698], [-3.72814, -1.08060, 2.58420], [-5.22982, -1.88890, 2.25515], [-3.61321, -0.09700, 0.39779], [-5.14140, 0.24949, 1.16195], [-6.03683, -1.66039, -0.30645], [-3.11324, 0.00139, -1.46714], [-3.61379, -0.04618, -3.04344], [-6.38987, -2.02434, -2.47372], [-5.36008, -1.32596, -3.63780], [0.17000, -2.66892, -1.40712], [0.28887, -1.75131, -2.25676], [0.64003, -0.59160, -1.87967], [0.08153, -1.94393, -3.31462], [-1.87430, 0.23869, -4.07258], [-1.37354, 1.48989, -3.41820], [-2.19039, 2.86777, -4.21567], [-2.05374, 3.09824, -5.57890], [-2.74607, 4.14797, -6.15533], [-3.56235, 4.95877, -5.37161], [-3.69607, 4.71938, -4.01329], [-3.00904, 3.66280, -3.42851], [0.28422, 1.77998, -4.02184], [0.95815, 2.92594, -3.62208], [2.27516, 3.10297, -4.01353], [2.90359, 2.13738, -4.79239], [2.21458, 1.00074, -5.18736], [0.89482, 0.81312, -4.79720], [-1.41195, 2.45982, -6.17320], [-2.64905, 4.34178, -7.21505], [-4.09701, 5.78129, -5.82780], [-4.33538, 5.34980, -3.41004], [-3.11144, 3.45020, -2.37063], [0.45226, 3.68136, -3.03002], [2.81074, 3.99576, -3.71896], [3.93292, 2.27759, -5.09416], [2.70511, 0.25516, -5.79917], [0.33230, -0.06645, -5.08279], [1.76143, -5.69358, 2.62106], [2.25245, -5.65277, 1.32197], [2.39592, -4.44834, 0.65383], [2.05222, -3.24512, 1.27567], [1.58180, -3.29551, 2.59154], [1.42776, -4.50655, 3.25409], [2.13946, -1.99763, 0.60303], [3.37103, -1.83944, -0.11624], [3.46245, -2.07014, -1.48641], [4.66340, -1.88880, -2.16056], [5.80119, -1.49298, -1.47624], [5.73408, -1.29955, -0.10292], [4.53412, -1.47452, 0.56666], [1.65435, -6.63862, 3.13584], [2.51979, -6.57344, 0.81939], [2.76533, -4.43397, -0.36281], [1.35354, -2.36392, 3.09736], [1.06842, -4.51967, 4.27594], [2.59529, -2.42342, -2.02223], [4.71019, -2.07510, -3.22606], [6.73673, -1.35673, -2.00190], [6.62119, -1.01867, 0.45010], [4.49412, -1.35586, 1.64370]], "mulliken_charge": [0.053, -1.226, -0.715, 0.146, -0.992, -0.953, 0.096, 0.467, -1.220, 0.038, 0.497, 0.781, 0.318, 0.164, 0.347, 0.237, 0.548, 0.490, 0.367, 0.972, -1.172, 0.418, 0.389, 0.223, -1.015, 0.117, -1.306, -0.843, 1.041, -0.083, 0.650, 0.169, -0.498, 0.293, -0.705, 1.302, 0.315, -0.201, 0.562, 0.443, 0.481, 0.313, 0.410, -0.844, 0.336, 0.272, -0.758, 0.288, 0.195, 0.223, -0.504, -0.087, 0.313, 0.184, -0.889, 1.065, -0.028, -0.345, -0.777, -0.440, -0.711, -0.111, -0.126, -0.678, -0.697, -0.545, -0.756, 0.147, 0.450, 0.408, 0.398, 0.425, 0.348, 0.503, 0.458, 0.429, 0.470, 0.530, -0.713, -0.804, -0.187, 0.406, -0.387, -0.621, 1.769, -0.982, 0.130, -1.080, -0.683, -0.787, -0.128, 0.422, 0.405, 0.412, 0.146, 0.443, 0.597, 0.447, 0.431, 0.443, 0.453]}

=====

Entry 4:
{"formula": "C21H36BaCl2N3O4", "method": "ωB97M-V with the def2-TZVPD basis set", "e_homo_ev": -2.83, "homo_lumo_gap_ev": 4.8, "multiplicity": 1, "e_lumo_ev": 1.95, "total_charge": -1, "elements": ["O", "C", "C", "C", "H", "C", "H", "C", "H", "C", "H", "C", "H", "H", "C", "C", "H", "H", "H", "C", "C", "H", "H", "H", "H", "Ba", "Cl", "Cl", "C", "O", "N", "C", "C", "H", "H", "H", "H", "H", "H", "H", "H", "H", "C", "C", "N", "H", "C", "O", "H", "H", "H", "H", "C", "N", "C", "C", "C", "O", "H", "H", "H", "H", "H", "H", "H", "H", "H"], "xyz": [[-3.01467, 1.01924, -3.13136], [-2.87899, -0.23775, -2.83578], [-4.07005, -0.82948, -2.09009], [-4.06943, -1.03378, -0.71698], [-3.20659, -0.75281, -0.10228], [-5.14953, -1.68815, -0.10811], [-5.10163, -1.88527, 0.96231], [-6.25255, -2.08641, -0.87181], [-7.10844, -2.57183, -0.39396], [-6.26719, -1.82855, -2.24967], [-7.12193, -2.12174, -2.86482], [-5.18055, -1.18533, -2.85137], [-5.16951, -0.96216, -3.92487], [-3.00275, -0.57790, -3.88486], [-0.35098, -0.36579, -3.35010], [-1.40215, -0.88684, -2.42253], [-0.32886, -0.95136, -4.28288], [0.66654, -0.40302, -2.93892], [-0.57572, 0.66839, -3.62223], [-1.36438, -2.11474, -1.86732], [-0.36295, -3.17261, -2.17459], [-2.12003, -2.40715, -1.14293], [-0.87300, -4.13713, -2.28998], [0.38731, -3.29879, -1.37074], [0.18327, -2.95199, -3.10214], [0.48355, -0.56389, 0.07140], [-1.61203, -1.72192, 1.79127], [2.51517, -2.75681, -0.30257], [2.98985, -1.30327, 2.29482], [2.47909, -0.19278, 2.02741], [4.26342, -1.51468, 2.62004], [5.17934, -0.40161, 2.82429], [4.79772, -2.85956, 2.76471], [2.38323, -2.22087, 2.21863], [4.70941, 0.51764, 2.46920], [6.11011, -0.60072, 2.27978], [5.43461, -0.30598, 3.88866], [4.16671, -3.54339, 2.18987], [4.80898, -3.16741, 3.81929], [5.82668, -2.88281, 2.38925], [3.19730, 4.19386, -2.52648], [0.84004, 5.61032, -2.55436], [2.58801, 3.42769, -3.02350], [0.44493, 4.69580, -3.01781], [1.19922, 3.52564, -2.59296], [2.97051, 2.43500, -2.78142], [0.65638, 2.60716, -1.78698], [1.25705, 1.57173, -1.40734], [-0.59852, 4.55532, -2.71771], [-0.38790, 2.81610, -1.48262], [2.64416, 3.60691, -4.10259], [0.50604, 4.80998, -4.10718], [-0.30790, 3.02170, 4.80142], [-0.39738, 2.08457, 3.69013], [-0.10983, 0.68555, 3.96092], [-0.55346, 2.48902, 2.40782], [-0.87100, 3.94051, 2.15708], [-0.42629, 1.68161, 1.46654], [-0.11942, 2.44718, 5.71205], [-1.24585, 3.58201, 4.91687], [0.50895, 3.74579, 4.65704], [-0.85715, 0.02834, 3.48815], [0.87899, 0.39805, 3.57104], [-0.13167, 0.55950, 5.04802], [0.06038, 4.49081, 1.95909], [-1.49525, 3.99830, 1.26060], [-1.39538, 4.41851, 2.99222]], "mulliken_charge": [-0.925, -0.377, 0.456, 0.069, 0.464, -0.503, 0.381, -0.443, 0.328, -0.445, 0.331, -0.726, 0.337, 0.063, -1.560, 0.713, 0.462, 0.322, 0.256, -0.231, -0.814, 0.355, 0.352, 0.044, 0.256, 1.244, -0.737, -0.711, -0.101, -0.795, 0.192, -0.996, -0.916, 0.720, 0.252, 0.351, 0.330, 0.303, 0.311, 0.295, 0.308, 0.322, -0.951, -0.903, 0.249, 0.255, 0.252, -0.663, 0.283, 0.222, 0.317, 0.303, -0.937, 0.165, -0.611, 0.462, -1.268, -0.242, 0.295, 0.293, 0.320, 0.107, 0.228, 0.321, 0.257, 0.331, 0.378]}

=====

Entry 5:
{"formula": "C5H7NO", "method": "ωB97M-V with the def2-TZVPD basis set", "de_lowest_kcal_mol": 16.2, "e_homo_ev": -7.67, "smiles": "Cc1coc(N)c1", "homo_lumo_gap_ev": 8.7, "multiplicity": 1, "e_lumo_ev": 0.99, "total_charge": 0, "elements": ["C", "C", "C", "O", "C", "N", "C", "H", "H", "H", "H", "H", "H", "H"], "xyz": [[-2.28156, 0.12916, 0.01382], [-0.80727, -0.10911, -0.10882], [-0.24415, -1.28087, 0.25608], [1.12119, -1.18609, 0.25612], [1.42135, 0.06405, -0.14413], [2.78606, 0.32578, -0.18920], [0.29353, 0.77766, -0.41617], [-2.75449, -0.82958, 0.24351], [-2.76204, 0.54129, -0.87784], [-2.51506, 0.79299, 0.85349], [-0.65471, -2.24912, 0.49896], [3.27663, -0.19237, 0.53207], [2.99429, 1.31274, -0.12757], [0.25809, 1.78666, -0.80125]], "mulliken_charge": [-1.094, 0.815, -0.692, -0.374, 0.471, -0.534, -0.742, 0.316, 0.298, 0.243, 0.415, 0.257, 0.258, 0.363]}

=====

Entry 6:
{"formula": "C4H14N2O", "method": "ωB97M-V with the def2-TZVPD basis set", "de_lowest_kcal_mol": 85.7, "e_homo_ev": -8.36, "smiles": "CNCCNC.O", "homo_lumo_gap_ev": 9.2, "multiplicity": 1, "e_lumo_ev": 0.81, "total_charge": 0, "elements": ["C", "N", "C", "C", "N", "C", "H", "H", "H", "H", "H", "H", "H", "H", "H", "H", "H", "H", "O", "H", "H"], "xyz": [[-2.64322, 1.78295, 1.27462], [-1.34823, 1.43464, 0.69682], [-1.11265, 0.19292, -0.05727], [0.38721, -0.11162, 0.01735], [0.75894, -1.14283, 1.04541], [2.00303, -1.82251, 0.67551], [-3.42600, 2.26920, 0.52026], [-2.35351, 2.56993, 1.89436], [-3.30124, 0.89052, 1.51693], [-0.61246, 1.50590, 1.34075], [-1.59498, -0.79142, 0.35436], [-1.42384, 0.47425, -1.12307], [0.62422, -0.69538, -0.90842], [1.09166, 0.84264, -0.05444], [1.08257, -0.73044, 1.96197], [2.29288, -2.80211, 1.44214], [1.75731, -2.35966, -0.27160], [2.76250, -1.19462, 0.46221], [1.46499, -0.40529, -3.52728], [2.33426, -0.20084, -3.20891], [1.25656, 0.29377, -4.05170]], "mulliken_charge": [-0.827, -0.304, -0.470, -0.435, -0.421, -0.938, 0.188, 0.399, 0.256, 0.214, 0.288, 0.270, 0.294, 0.269, 0.251, 0.249, 0.323, 0.398, -0.597, 0.305, 0.289]}

=====

| no. | energy (a.u.) |
| --- | --- |
| 1 | -6173.28040 |
| 2 | -1459.59051 |
| 3 | -3844.62536 |
| 4 | -2233.05266 |
| 5 | -324.69861 |
| 6 | -345.43962 |